(1)
This record from the OMol25 dataset describes the ion C3H8NO2S2 with charge +1 at a distorted geometry. The level of theory is the ωB97M-V functional and the def2-TZVPD basis.

Each line ends with the natural charge from an NBO analysis.
CARTESIAN COORDINATES (ANGSTROEM)
H -0.932 1.547 0.777  0.452
S -0.882 -1.669 1.254  0.079
N -0.008 1.318 1.135  -0.677
H 0.021 -1.397 -0.931  0.276
H 1.465 -0.131 0.839  0.264
H 1.473 0.707 -2.863  0.532
H -1.213 -0.210 -0.680  0.227
S -2.220 -2.853 0.198  -0.091
H 0.542 2.180 1.107  0.463
H -2.194 -3.896 1.033  0.170
O 1.615 0.390 -1.957  -0.658
O 0.909 2.322 -1.011  -0.552
C 1.081 1.142 -1.012  0.786
C 0.685 0.303 0.216  -0.153
H 0.027 0.951 2.086  0.452
C -0.368 -0.704 -0.192  -0.571

Forces on atoms 1 to 2 (eV/Å):
H -0.3227 -0.1077 0.3686
S -0.0776 0.1513 0.0970

Summary:
energy above the lowest of the compared OMol25 structures with the same formula, charge and spin = 48.1 kJ/mol
structure (SMILES) = [NH3+][C@@H](CSS)C(=O)O
gap between HOMO and LUMO = 8.55 eV
net charge = +1
E_tot = -1120.47353 hartree
E_HOMO = -12.211 eV



(2)
This record from the OMol25 dataset describes a structure of composition C3H8NO2S2 at a distorted geometry. The level of theory is the ωB97M-V functional and the def2-TZVPD basis.

Each line ends with the natural charge from an NBO analysis.
CARTESIAN COORDINATES (ANGSTROEM)
C 0.239 -0.619 -0.170  -0.104
S -2.220 0.750 0.037  0.050
H -3.108 -0.250 0.097  0.175
C -0.878 -0.024 -0.996  -0.503
O 2.278 0.709 -0.580  -0.715
H 0.394 -0.633 2.081  0.474
H -0.751 0.480 1.089  0.396
H 0.865 0.863 1.164  0.457
H -0.508 0.805 -1.477  0.239
H -1.340 -0.707 -1.595  0.262
S 2.005 -1.472 -2.239  0.437
N 0.256 -0.048 1.202  -0.770
H 0.150 -1.661 -0.019  0.245
O 2.446 -1.627 -0.547  -0.550
H 3.090 0.866 -1.215  0.535
C 1.731 -0.496 -0.830  0.372

Forces on atoms 1 to 2 (eV/Å):
C 2.7320 -0.5042 -0.0443
S -0.0586 0.3648 -0.7402

Summary:
energy above the lowest of the compared OMol25 structures with the same formula, charge and spin = 306.0 kJ/mol
gap between HOMO and LUMO = 9.43 eV
net charge = +1
E_tot = -1120.37532 hartree
E_HOMO = -13.219 eV



(3)
This record from the OMol25 dataset describes a cluster of 2 separate species, C3H8NO3 in total at a distorted geometry. The level of theory is the ωB97M-V functional and the def2-TZVPD basis.

Each line ends with the natural charge from an NBO analysis.
CARTESIAN COORDINATES (ANGSTROEM)
O 0.345 1.673 1.561  -0.828
O -0.511 2.298 -0.385  -0.738
H 0.826 -0.430 0.312  0.200
C -0.221 0.000 -1.529  -0.219
H 0.515 0.484 2.799  0.517
C -0.147 1.444 0.407  0.767
H -1.268 0.055 -1.829  0.175
H -0.497 -1.887 -2.229  0.334
N 0.293 -1.246 -2.242  -0.847
H -0.757 -0.510 0.668  0.197
H -0.199 -0.845 2.626  0.444
C -0.145 -0.016 0.027  -0.559
H 0.334 0.971 -1.838  0.226
O 0.456 -0.428 3.212  -1.007
H 0.976 -1.563 -1.559  0.339

Forces on atoms 1 to 2 (eV/Å):
O -0.3134 0.1246 0.1675
O -0.8371 0.8685 -0.9934

Summary:
energy above the lowest of the compared OMol25 structures with the same formula, charge and spin = 116.4 kJ/mol
gap between HOMO and LUMO = 8.38 eV
net charge = -1
E_tot = -399.63347 hartree
E_HOMO = -4.483 eV



| no. | LUMO level (eV) |
| --- | --- |
| 1 | -3.7 |
| 2 | -3.8 |
| 3 | 3.9 |